[1]
Formula: C3H5NO
Source: the Open Molecules 2025 dataset
Level of theory: the ωB97M-V functional and the def2-TZVPD basis

## Properties
- Energy above the lowest of the compared OMol25 structures with the same formula, charge and spin: 56.4 kcal per mole
- Total energy: -6727.1283 eV
- Multiplicity: 1
- SMILES: O=CN1CC1
- F_max: 5.33 eV Å⁻¹
- HOMO energy: -10.055 eV

Last column: natural (NBO) charge in e.
Atoms and positions in Å:
C  -1.334  -0.301  -0.513  0.507
C  1.077  -0.269  -0.142  -0.261
C  0.393  0.735  0.670  -0.257
H  -2.241  0.146  -1.138  0.172
H  0.901  -1.351  0.181  0.223
H  2.071  0.039  -0.460  0.215
H  0.927  1.660  0.721  0.211
H  -0.373  0.425  1.349  0.219
N  0.004  0.328  -0.777  -0.460
O  -1.426  -1.410  0.109  -0.570

***

[2]
Formula: C3H5NO2
Source: the Open Molecules 2025 dataset
Level of theory: the ωB97M-V functional and the def2-TZVPD basis

## Properties
- Energy above the lowest of the compared OMol25 structures with the same formula, charge and spin: 72.0 kcal per mole
- Total energy: -8774.5717 eV
- Multiplicity: 1
- F_max: 0.53 eV Å⁻¹
- HOMO energy: -8.954 eV

Last column: natural (NBO) charge in e.
Atoms and positions in Å:
O  -1.981  0.893  -0.144  -0.624
C  -0.892  1.137  0.543  0.214
C  0.536  -1.281  0.276  -0.427
N  0.966  -0.105  -0.452  -0.611
C  0.294  1.071  -0.373  0.517
O  0.658  2.125  -0.881  -0.596
H  -2.738  1.012  0.454  0.501
H  0.683  -1.191  1.366  0.199
H  1.084  -2.154  -0.085  0.216
H  -0.527  -1.460  0.083  0.206
H  1.917  -0.047  -0.787  0.405

***

[3]
Formula: C3H5NO2
Source: the Open Molecules 2025 dataset
Level of theory: the ωB97M-V functional and the def2-TZVPD basis

## Properties
- Energy above the lowest of the compared OMol25 structures with the same formula, charge and spin: 113.8 kcal per mole
- Total energy: -8772.7601 eV
- Multiplicity: 1
- SMILES: O=NC1COC1
- F_max: 2.27 eV Å⁻¹
- HOMO energy: -9.629 eV

Last column: natural (NBO) charge in e.
Atoms and positions in Å:
O  -0.696  -2.128  1.211  -0.289
N  0.270  -1.526  0.798  0.164
C  -0.233  -0.492  -0.100  -0.242
C  0.813  0.251  -0.991  -0.061
O  0.599  1.486  -0.289  -0.525
C  -0.394  0.892  0.542  -0.047
H  -1.238  -0.976  -0.196  0.239
H  0.588  0.344  -2.057  0.191
H  1.859  -0.085  -0.873  0.198
H  -0.176  0.935  1.612  0.187
H  -1.393  1.298  0.343  0.186

***

[4]
Formula: C3H5NO2
Source: the Open Molecules 2025 dataset
Level of theory: the ωB97M-V functional and the def2-TZVPD basis

## Properties
- Energy above the lowest of the compared OMol25 structures with the same formula, charge and spin: 92.3 kcal per mole
- Total energy: -8773.6940 eV
- Multiplicity: 1
- SMILES: C=NOC(C)=O
- F_max: 4.29 eV Å⁻¹
- HOMO energy: -10.514 eV

Last column: natural (NBO) charge in e.
Atoms and positions in Å:
C  1.211  1.616  0.217  -0.756
C  0.298  0.508  0.833  0.778
C  -1.446  -1.978  -0.819  -0.106
H  1.925  1.955  1.245  0.253
H  1.866  1.059  -0.760  0.254
H  0.492  2.605  -0.081  0.261
H  -2.176  -2.752  -0.778  0.201
H  -0.834  -1.939  -1.773  0.177
N  -1.226  -1.187  0.149  -0.095
O  0.062  0.387  1.965  -0.539
O  -0.171  -0.272  -0.197  -0.428

***

How do the records compare in lowest unoccupied orbital energy? In the order shown, they have 0.763; 0.536; -0.338; 0.866 eV.